ORCA calculation (ωB97M-V/def2-TZVPD) on an isolated molecule of C14H6F2N4O3 at a distorted geometry.

Results
SMILES ... N#Cc1c(-c2ccc(F)c(F)c2)c2c(=O)[nH]c(=O)[nH]c2[nH]c1=O
LUMO ... -0.0322 Ha
Charge ... 0
HOMO energy ... -9.58 eV
Gap between HOMO and LUMO ... 8.70 eV

Each line ends with the Löwdin charge.
Geometry (Å):
1 N -3.392 -2.104 -1.168  0.18
2 C -2.353 -1.554 -1.284  -0.14
3 C -1.090 -0.910 -1.500  -0.07
4 C -0.489 -0.177 -0.508  -0.04
5 C -1.173 0.091 0.756  -0.20
6 C -1.922 1.237 1.001  -0.01
7 C -2.548 1.372 2.233  0.02
8 C -2.437 0.398 3.245  -0.17
9 F -3.094 0.480 4.436  0.08
10 C -1.643 -0.726 3.023  -0.20
11 F -1.482 -1.656 3.969  0.10
12 C -1.023 -0.894 1.779  0.08
13 C 0.935 0.258 -0.689  0.03
14 C 1.741 0.963 0.311  -0.41
15 O 1.394 1.449 1.365  0.10
16 N 3.032 1.258 0.002  0.21
17 C 3.633 0.784 -1.112  -0.55
18 O 4.786 1.037 -1.257  0.12
19 N 2.939 0.082 -2.031  0.21
20 C 1.601 -0.147 -1.834  -0.14
21 N 0.943 -0.858 -2.836  0.20
22 C -0.350 -1.222 -2.729  -0.44
23 O -0.757 -1.843 -3.688  0.09
24 H -2.026 1.979 0.229  0.13
25 H -3.134 2.246 2.478  0.12
26 H -0.506 -1.838 1.662  0.14
27 H 3.625 1.495 0.773  0.18
28 H 3.471 -0.254 -2.849  0.20
29 H 1.319 -0.944 -3.775  0.18

ORCA calculation (ωB97M-V/def2-TZVPD) on an isolated molecule of C14H7ClN4O2 at a distorted geometry.

Results
SMILES ... O=[N+]([O-])c1cc2[nH]ncc2c2c1ncc1ccc(Cl)cc12
LUMO ... -0.0221 Ha
Charge ... 0
HOMO energy ... -8.80 eV
Gap between HOMO and LUMO ... 8.20 eV

Each line ends with the Löwdin charge.
Geometry (Å):
1 O -1.337 -1.981 -3.756  0.10
2 N -1.971 -1.262 -3.019  -0.34
3 O -3.048 -0.739 -3.379  0.06
4 C -1.475 -1.153 -1.637  -0.05
5 C -2.271 -1.769 -0.642  0.07
6 C -1.820 -1.868 0.624  -0.21
7 N -2.094 -2.717 1.707  0.03
8 N -1.439 -2.346 2.818  0.05
9 C -0.695 -1.275 2.491  -0.06
10 C -0.742 -1.154 1.060  -0.11
11 C 0.004 -0.393 0.074  0.02
12 C -0.188 -0.656 -1.297  -0.17
13 N 0.623 -0.165 -2.272  0.13
14 C 1.592 0.665 -1.983  -0.03
15 C 1.658 1.234 -0.665  -0.16
16 C 2.505 2.293 -0.518  -0.01
17 C 2.555 2.950 0.725  -0.10
18 C 1.710 2.618 1.725  -0.63
19 Cl 1.530 3.631 3.135  0.68
20 C 0.902 1.450 1.588  -0.03
21 C 0.889 0.767 0.428  -0.08
22 H -3.138 -2.268 -1.044  0.13
23 H -2.588 -3.619 1.658  0.17
24 H 0.106 -0.977 3.092  0.09
25 H 2.136 1.042 -2.821  0.12
26 H 3.063 2.645 -1.360  0.12
27 H 3.291 3.729 0.903  0.11
28 H 0.241 1.318 2.366  0.08

ORCA calculation (ωB97M-V/def2-TZVPD) on a structure of composition C14H8InN2O8 at a distorted geometry.

Results
LUMO ... -0.3290 Ha
Charge ... +1
HOMO energy ... -12.19 eV
Gap between HOMO and LUMO ... 3.24 eV

Each line ends with the Löwdin charge.
Geometry (Å):
1 In 2.352 28.693 2.648  1.17
2 N 1.036 27.563 -0.470  -0.50
3 O 1.251 26.956 0.580  0.02
4 O 0.638 27.078 -1.506  0.19
5 O 1.416 28.782 -0.478  0.13
6 N 3.762 28.162 -1.160  -0.47
7 O 2.733 28.526 -1.800  0.26
8 O 3.593 28.068 0.060  -0.03
9 O 4.768 27.909 -1.736  0.27
10 C -0.162 24.951 8.187  -0.03
11 C -0.372 25.628 6.994  -0.05
12 C 0.695 26.078 6.232  -0.01
13 C 1.994 25.712 6.551  -0.08
14 C 2.197 24.853 7.640  -0.07
15 C 1.132 24.531 8.460  0.01
16 C 3.555 24.315 7.959  -0.27
17 O 3.716 23.565 8.889  0.14
18 C 4.681 24.786 7.102  -0.07
19 C 5.972 24.422 7.471  0.02
20 C 7.023 24.833 6.670  -0.04
21 C 6.814 25.568 5.497  -0.04
22 C 5.512 25.864 5.121  0.00
23 C 4.449 25.555 5.964  -0.09
24 C 3.096 26.044 5.625  -0.27
25 O 2.906 26.739 4.639  -0.11
26 H -0.953 24.593 8.829  0.12
27 H -1.372 25.943 6.717  0.11
28 H 0.447 26.835 5.500  0.11
29 H 1.337 23.910 9.323  0.13
30 H 6.212 23.831 8.342  0.13
31 H 8.053 24.590 6.903  0.12
32 H 7.668 26.076 5.070  0.11
33 H 5.354 26.543 4.293  0.11

ORCA calculation (ωB97M-V/def2-TZVPD) on a structure of composition C14H9Br2N2O7RuS.

Results
LUMO (spin up / spin down) ... 0.0813 / 0.0738 Ha
Charge ... -1
<S²> ... 6.039
2S+1 ... 5
HOMO energy (spin up / spin down) ... -2.63 / -4.89 eV
Gap between HOMO and LUMO (spin up / spin down) ... 4.84 / 6.90 eV

Each line ends with the Löwdin charge.
Geometry (Å):
1 Ru -0.240 0.568 -0.006  1.20
2 O -3.179 2.980 -1.829  0.12
3 C -2.393 2.115 -1.641  -0.53
4 O -2.240 1.029 -1.087  -0.07
5 C -0.608 2.510 -2.599  -0.53
6 O -0.831 3.201 -3.537  0.12
7 O 0.245 1.924 -1.968  0.00
8 Br 4.051 -2.762 2.195  0.76
9 C 2.969 -2.891 0.648  -0.61
10 C 3.208 -3.944 -0.206  -0.22
11 C 2.426 -4.058 -1.339  -0.63
12 Br 2.798 -5.530 -2.490  0.72
13 C 1.406 -3.155 -1.657  -0.20
14 C 0.601 -3.263 -2.823  -0.08
15 C -0.399 -2.307 -3.053  -0.10
16 C -0.583 -1.295 -2.170  -0.16
17 N 0.163 -1.145 -1.014  -0.09
18 C 1.167 -2.062 -0.746  -0.13
19 C 1.966 -1.958 0.388  -0.25
20 O 1.858 -0.997 1.365  -0.20
21 H 3.985 -4.660 0.009  0.08
22 H 0.776 -4.070 -3.516  0.05
23 H -1.030 -2.355 -3.931  0.10
24 H -1.340 -0.543 -2.316  0.08
25 N -2.130 3.410 4.048  0.01
26 C -1.389 3.708 2.830  -0.16
27 C -1.497 2.577 1.851  -0.58
28 O -2.351 1.631 2.150  0.12
29 O -0.821 2.577 0.840  -0.04
30 H -1.516 3.090 4.784  0.09
31 H -2.717 1.890 3.028  0.11
32 H -2.654 4.204 4.382  0.08
33 H -0.318 3.839 2.988  0.12
34 H -1.771 4.605 2.340  0.14
35 S 1.285 1.023 2.742  0.53
36 C 1.099 0.118 1.338  -0.87

ORCA calculation (ωB97M-V/def2-TZVPD) on a structure of composition C14H9CaClI3NO5S.

Results
LUMO ... 0.1376 Ha
Charge ... -2
HOMO energy ... -2.54 eV
Gap between HOMO and LUMO ... 6.28 eV

Each line ends with the Löwdin charge.
Geometry (Å):
1 Ca 1.453 -0.646 -0.706  1.39
2 C 0.813 -0.856 -3.290  -0.24
3 C 1.545 -2.027 -2.985  -0.24
4 C 0.753 -2.825 -2.128  -0.24
5 C -0.466 -2.149 -1.909  -0.23
6 C -0.429 -0.943 -2.630  -0.24
7 H 1.142 -0.040 -3.917  0.08
8 H 2.554 -2.240 -3.311  0.08
9 H 1.057 -3.755 -1.668  0.08
10 H -1.261 -2.475 -1.255  0.09
11 H -1.215 -0.202 -2.664  0.08
12 O 4.080 2.369 0.772  -0.34
13 S 3.044 1.504 0.266  0.20
14 O 3.559 0.414 -0.605  -0.50
15 O 2.139 0.913 1.258  -0.39
16 O 2.071 2.311 -0.640  -0.86
17 Cl -3.640 0.664 4.407  0.60
18 C -2.385 -0.057 3.411  -0.63
19 C -1.784 -1.210 3.823  -0.21
20 C -0.783 -1.812 3.055  -0.66
21 I 0.092 -3.579 3.733  0.81
22 C -0.347 -1.311 1.817  -0.48
23 O 0.539 -1.831 1.087  -0.21
24 C -1.001 -0.056 1.418  -0.13
25 N -0.563 0.483 0.259  0.05
26 C -1.063 1.618 -0.158  -0.13
27 C -2.065 2.308 0.545  -0.05
28 C -2.534 1.781 1.716  -0.04
29 C -2.000 0.566 2.198  -0.18
30 H -2.086 -1.661 4.759  0.08
31 H -0.652 2.027 -1.076  0.11
32 H -2.440 3.246 0.159  0.10
33 H -3.300 2.286 2.289  0.08
34 I 2.483 3.071 -2.643  0.53
35 I 2.689 4.114 -5.386  -0.39

ORCA calculation (ωB97M-V/def2-TZVPD) on a structure of composition C14H9Cl5N4RuS at a distorted geometry.

Results
LUMO (spin up / spin down) ... -0.3588 / -0.3936 Ha
Charge ... +2
HOMO energy (spin up / spin down) ... -15.14 / -14.76 eV
Gap between HOMO and LUMO (spin up / spin down) ... 5.38 / 4.06 eV

Each line ends with the Löwdin charge.
Geometry (Å):
1 Ru 1.021 -0.465 -0.971  0.99
2 C 0.218 0.857 3.100  0.02
3 C 0.514 0.750 1.649  -0.21
4 N 1.217 -0.190 1.123  -0.11
5 N 1.993 -1.062 1.788  0.05
6 C 3.032 -1.418 1.102  -0.76
7 N 3.932 -2.275 1.561  0.15
8 S 3.314 -0.697 -0.510  0.73
9 C 0.146 1.773 0.666  -0.24
10 C -0.309 3.033 0.985  0.04
11 C -0.425 3.984 -0.027  0.03
12 C -0.095 3.639 -1.326  0.01
13 C 0.325 2.344 -1.580  -0.08
14 N 0.456 1.446 -0.600  -0.09
15 H 0.231 -0.132 3.553  0.10
16 H -0.757 1.317 3.246  0.10
17 H 0.968 1.463 3.615  0.12
18 H 3.842 -2.656 2.492  0.14
19 H 4.760 -2.491 1.031  0.12
20 H -0.548 3.282 2.009  0.14
21 H -0.771 4.982 0.208  0.14
22 H -0.169 4.352 -2.134  0.14
23 H 0.570 2.012 -2.580  0.13
24 Cl -2.632 0.915 -0.774  0.80
25 C -2.234 -0.684 -1.243  -0.66
26 C -0.891 -1.099 -1.281  -0.28
27 C -0.670 -2.430 -1.653  -0.65
28 Cl 1.054 -2.759 -1.657  0.77
29 C -1.616 -3.355 -1.969  -0.70
30 Cl -1.200 -4.949 -2.390  0.80
31 C -2.957 -2.904 -1.929  -0.66
32 Cl -4.197 -3.986 -2.280  0.83
33 C -3.253 -1.563 -1.595  -0.69
34 Cl -4.869 -1.032 -1.630  0.78

ORCA calculation (ωB97M-V/def2-TZVPD) on a structure of composition C14H9ClHgO4 at a distorted geometry.

Results
LUMO (spin up / spin down) ... 0.0943 / 0.0284 Ha
Charge ... -1
<S²> ... 0.753
2S+1 ... 2
HOMO energy (spin up / spin down) ... -5.05 / -5.02 eV
Gap between HOMO and LUMO (spin up / spin down) ... 7.61 / 5.79 eV

Each line ends with the Löwdin charge.
Geometry (Å):
1 Hg -2.896 0.286 1.222  0.93
2 Cl 2.523 4.945 -1.741  0.61
3 C 1.086 4.089 -1.320  -0.71
4 C -0.031 4.047 -2.194  -0.11
5 C -1.163 3.423 -1.774  -0.03
6 C -1.198 2.665 -0.563  -0.37
7 O -2.281 2.117 -0.225  -0.19
8 C 0.024 2.571 0.286  -0.14
9 C 0.198 1.776 1.454  -0.21
10 O -0.651 0.971 1.948  -0.19
11 C 1.101 3.344 -0.155  -0.11
12 H 0.093 4.650 -3.123  0.11
13 H -2.097 3.471 -2.317  0.11
14 H 1.086 2.052 2.064  0.12
15 H 1.995 3.395 0.455  0.10
16 O -2.562 -3.662 -1.118  -0.05
17 C -1.939 -2.636 -0.706  -0.63
18 O -2.257 -1.390 -0.761  -0.19
19 C -0.589 -2.944 -0.014  -0.13
20 C 0.386 -1.956 0.157  -0.05
21 C 1.575 -2.250 0.836  -0.10
22 C 1.825 -3.520 1.362  -0.11
23 C 0.840 -4.497 1.159  -0.12
24 C -0.339 -4.241 0.483  -0.04
25 H 0.291 -0.951 -0.257  0.10
26 H 2.360 -1.501 0.945  0.09
27 H 2.698 -3.714 1.960  0.08
28 H 1.005 -5.512 1.539  0.09
29 H -1.083 -5.026 0.397  0.11